Entry 1:
The following is a quantum chemistry calculation of a 3-piece molecular cluster, C3H10NO2 overall, from the OMol25 dataset.

XYZ file:
```
16
Properties=species:S:1:pos:R:3:forces:R:3
O 2.91699 0.06468 0.12511 0.029 0.167 0.008
O 0.73813 -0.34296 -1.46923 0.122 0.363 -0.289
N -2.03501 -0.10462 -0.22381 1.781 1.144 -1.892
C -0.61779 0.71606 1.54358 0.097 0.143 -0.349
C -1.34425 -1.16221 -0.49194 0.066 0.274 0.835
C -1.72834 0.84870 0.80501 0.292 -0.251 0.228
H 3.74119 0.45725 -0.18353 0.025 -0.012 0.108
H 3.07501 -0.21225 1.03348 0.091 -0.002 -0.050
H 0.30683 0.42440 1.04874 -0.263 -1.229 0.308
H -2.42173 1.67996 0.79389 -0.622 -0.545 0.994
H -2.48035 0.30308 -1.04463 -1.042 -0.409 0.349
H -0.47615 -1.36915 0.11720 -0.457 -0.574 0.382
H -1.67008 -1.84456 -1.25843 0.185 0.205 -0.460
H -0.53983 0.92261 2.60294 -0.012 1.235 -0.272
H 1.48591 0.11181 -1.02904 -0.186 -0.447 0.097
H 1.04948 -0.49279 -2.36933 -0.106 -0.064 0.004
```
Forces are in eV/Å.

Calculated values
HOMO: -0.5130 Ha
LUMO energy: -5.17 eV
Gap between HOMO and LUMO: 0.3229 Eh
Energy above the lowest of the compared OMol25 structures with the same formula, charge and spin: 287.8 kJ/mol
Net charge: +1

Mulliken population analysis, charges in e, atoms 1 to 2:
1. O -0.629
2. O -0.549

***

Entry 2:
The following is a quantum chemistry calculation of a 2-piece molecular cluster, C3H10NO2 overall, from the OMol25 dataset.

XYZ file:
```
16
Properties=species:S:1:pos:R:3:forces:R:3
O -2.35731 -0.72454 -0.53122 -0.335 -3.636 0.053
O -1.02842 1.35695 -0.34259 -1.314 2.040 -0.901
N -0.28352 0.56201 1.54028 1.743 -1.418 -1.267
C 0.69263 -0.41388 -0.43224 -1.396 -1.888 -1.098
C -0.29161 0.48976 0.19085 1.130 0.578 3.275
C 2.13579 -0.16878 -0.08493 -0.196 1.534 -1.877
H 2.37541 0.89114 -0.41490 0.002 -1.133 1.059
H 2.19431 -0.40413 0.92116 1.413 -0.026 2.015
H 0.74093 -0.23743 -1.50220 -1.197 -0.545 -0.339
H -3.05927 -0.14318 -0.75297 -1.235 0.868 -0.224
H -2.79712 -1.64832 -0.57644 1.134 2.216 0.101
H 2.74148 -0.80280 -0.73508 0.013 -0.158 0.480
H 0.46860 0.03481 1.98144 -0.410 -0.096 -0.193
H -0.54136 1.31453 2.14166 -1.024 0.755 -0.319
H 0.30749 -1.46853 -0.12410 0.863 1.548 -0.963
H -1.29803 1.36237 -1.27872 0.808 -0.640 0.198
```
Forces are in eV/Å.

Calculated values
HOMO: -0.5862 Ha
LUMO energy: -3.72 eV
Gap between HOMO and LUMO: 0.4495 Eh
Energy above the lowest of the compared OMol25 structures with the same formula, charge and spin: 117.9 kJ/mol
Net charge: +1

Mulliken population analysis, charges in e, atoms 1 to 2:
1. O -0.583
2. O -0.449

***

Entry 3:
The following is a quantum chemistry calculation of a 2-piece molecular cluster, C3H10NO2S overall, from the OMol25 dataset.

XYZ file:
```
17
Properties=species:S:1:pos:R:3:forces:R:3
S -3.38618 0.09049 -0.24560 -0.867 0.675 -0.607
O -2.16973 -0.95773 0.08754 1.314 -1.538 0.504
O -1.23502 -0.63516 0.94843 -0.669 0.063 -0.651
N 0.48263 -0.04312 0.10880 -1.185 -2.524 -3.524
C 1.28936 -1.07100 0.70432 1.295 0.748 0.702
C 0.38367 -0.16955 -1.37995 2.418 -1.896 -0.133
C 0.43038 1.27577 0.46041 -1.217 3.626 2.433
H -2.97401 0.99481 0.62127 0.041 0.578 0.526
H 1.05696 -1.08085 1.81092 0.347 -0.709 -1.375
H -0.26513 0.55494 -1.79368 -0.054 1.090 -0.388
H 0.04957 -1.12017 -1.80141 -0.473 -0.393 1.019
H 1.21874 -1.95828 0.05061 -0.452 0.042 1.156
H 1.38406 1.73410 0.45348 1.572 0.245 0.172
H -0.00011 1.49507 1.49506 0.513 -0.603 -1.322
H 2.34453 -0.73621 0.54893 -0.469 -0.122 0.468
H -0.09330 1.87337 -0.29558 -0.320 -0.367 0.443
H 1.48358 -0.24649 -1.77355 -1.793 1.083 0.576
```
Forces are in eV/Å.

Calculated values
HOMO (spin up / spin down): -0.5020 / -0.5032 Ha
LUMO energy (spin up / spin down): -5.79 / -6.02 eV
Gap between HOMO and LUMO (spin up / spin down): 0.2893 / 0.2821 Eh
Energy above the lowest of the compared OMol25 structures with the same formula, charge and spin: 711.9 kJ/mol
Net charge: +1

Mulliken population analysis, charges in e, atoms 1 to 2:
1. S 0.104
2. O 0.033

***

Entry 4:
The following is a quantum chemistry calculation of a 2-piece molecular cluster, C3H10NO3 overall, from the OMol25 dataset.

XYZ file:
```
17
Properties=species:S:1:pos:R:3:forces:R:3
O -1.77960 0.63751 -3.02130 -0.851 0.466 2.277
O -1.01988 -1.34561 -0.58480 -0.320 -1.204 2.049
O 0.46002 -0.81334 2.62011 -0.868 -0.793 -0.094
N 1.64911 1.05510 -0.33677 -1.389 0.044 -1.033
C 0.82878 0.20544 1.87614 0.779 -0.879 -0.677
C 0.78599 -0.00768 0.22090 3.127 0.254 3.575
C -0.63864 -0.01579 -0.03846 -3.696 -1.362 -3.233
H -2.02911 0.70425 -2.01931 0.592 -0.343 -2.940
H -1.07228 -1.97178 0.20292 0.303 1.288 -1.325
H -1.46806 0.21545 0.68721 1.639 0.062 0.197
H 0.25961 1.12198 2.02811 -0.773 0.880 -0.142
H 1.20935 -1.03158 -0.00049 -0.547 1.006 0.311
H 2.00877 0.82140 -1.25148 0.140 0.045 0.125
H 2.37799 1.42607 0.25546 -0.169 -0.485 0.287
H 1.84529 0.51113 2.13439 1.188 0.355 -0.329
H -0.94631 0.51064 -0.96189 0.906 0.739 0.891
H -0.90511 1.04418 -3.04157 -0.060 -0.073 0.060
```
Forces are in eV/Å.

Calculated values
HOMO: -0.0963 Ha
LUMO energy: 3.80 eV
Gap between HOMO and LUMO: 0.2358 Eh
Energy above the lowest of the compared OMol25 structures with the same formula, charge and spin: 192.9 kJ/mol
Net charge: -1

Mulliken population analysis, charges in e, atoms 1 to 2:
1. O -0.654
2. O -0.558

***

Entry 5:
The following is a quantum chemistry calculation of a 2-piece molecular cluster, C3H10NO4 overall, from the OMol25 dataset.

XYZ file:
```
18
Properties=species:S:1:pos:R:3:forces:R:3
O 1.08439 1.92180 1.13183 -0.399 -0.585 -0.204
O -2.02761 -0.16953 -1.68043 0.515 0.728 0.081
O -0.54977 0.85642 2.25079 -0.841 -0.464 -0.253
O 1.37417 -1.94324 0.53705 0.183 -0.067 -0.633
N 0.76144 0.23822 -0.91795 0.064 0.534 -0.092
C -0.42007 0.84679 -0.24872 -0.937 -0.422 1.442
C -0.08346 1.17771 1.21249 2.637 0.507 -0.097
C -1.54191 -0.16749 -0.34292 -1.400 0.283 -0.448
H -2.38910 0.13031 0.28053 0.310 0.152 0.211
H 1.04730 -0.62532 -0.38053 0.082 0.054 -0.351
H 1.53930 0.88890 -0.95833 0.260 0.171 0.175
H 1.12983 -1.95474 1.46138 0.080 -0.351 0.420
H 0.50862 0.01939 -1.88316 -0.132 -0.209 0.013
H -1.97035 -1.02043 -2.09262 -0.087 -0.795 -0.160
H 1.88908 -2.73653 0.31010 -0.272 0.332 0.386
H 1.56427 1.87054 1.97196 -0.258 0.326 0.204
H -0.65798 1.83424 -0.64201 -0.139 -0.272 -0.719
H -1.25816 -1.16705 -0.00948 0.336 0.078 0.028
```
Forces are in eV/Å.

Calculated values
HOMO: -0.5469 Ha
LUMO energy: -3.39 eV
Gap between HOMO and LUMO: 0.4223 Eh
Energy above the lowest of the compared OMol25 structures with the same formula, charge and spin: 27.6 kJ/mol
Net charge: +1

Mulliken population analysis, charges in e, atoms 1 to 2:
1. O -0.478
2. O -0.529

***

Entry 6:
The following is a quantum chemistry calculation of a 2-piece molecular cluster, C3H10NOP overall, from the OMol25 dataset.

XYZ file:
```
16
Properties=species:S:1:pos:R:3:forces:R:3
P 1.50490 0.09886 -0.44861 3.730 -2.010 -0.812
O 2.35317 1.23719 -0.08333 0.269 0.766 0.886
N 0.12784 0.57031 -1.12133 -3.809 1.399 1.539
C -1.04472 -0.27133 -1.43964 1.400 -0.484 -2.356
C -0.79789 1.69146 0.74251 3.388 -0.095 -1.468
C 1.44973 -1.28469 0.76612 -2.361 2.133 0.074
H 0.05727 2.31329 1.09639 -0.762 -0.904 -0.204
H 2.27026 -0.69916 -1.45879 -1.276 0.742 0.238
H -1.63185 2.20727 0.38756 -1.154 0.594 -0.851
H 1.42091 -0.81902 1.73543 0.169 0.259 0.668
H -0.89454 0.67337 0.97479 -0.232 -0.842 1.014
H -0.70952 -1.34521 -1.37165 -0.659 0.753 -0.477
H 2.25547 -1.97476 0.75327 0.382 -0.711 -0.526
H 0.40821 -1.62180 0.63439 0.569 -1.024 0.043
H -1.31628 0.02991 -2.54083 0.177 -0.958 2.063
H -1.93483 -0.18983 -0.81706 0.168 0.383 0.170
```
Forces are in eV/Å.

Calculated values
HOMO (spin up / spin down): -0.3413 / -0.3449 Ha
LUMO energy (spin up / spin down): -1.43 / -0.92 eV
Gap between HOMO and LUMO (spin up / spin down): 0.2887 / 0.3110 Eh
Energy above the lowest of the compared OMol25 structures with the same formula, charge and spin: 426.3 kJ/mol

Mulliken population analysis, charges in e, atoms 1 to 2:
1. P 0.515
2. O -0.660

***

Entry 7:
The following is a quantum chemistry calculation of C3H10NOP in the gas phase, from the OMol25 dataset.

XYZ file:
```
16
Properties=species:S:1:pos:R:3:forces:R:3
P -0.03030 0.56022 -0.75211 4.117 -2.768 1.734
O 0.77055 1.75216 -0.98158 0.978 1.460 -0.293
N -1.57842 0.76993 -0.79729 -3.570 0.896 -0.773
C 0.24689 -0.21350 0.98552 0.070 -1.168 -3.429
C 0.43364 -0.88073 -1.88340 -0.092 1.285 0.500
C 1.29547 0.46938 1.73661 1.736 0.693 -0.699
H -1.94480 0.09981 -1.49794 -0.943 1.666 0.628
H 0.68957 -1.19640 0.62894 -1.093 0.548 1.038
H 1.31004 -1.28014 -1.28941 -0.627 0.295 -1.472
H -1.83049 1.78750 -0.60519 -0.345 -2.203 -1.055
H 2.21858 0.19370 1.23041 0.361 0.415 -0.132
H 1.26088 1.54067 1.73688 -0.265 0.636 -0.087
H 1.49273 0.15698 2.71238 -0.287 -0.721 1.839
H -0.35629 -1.63528 -1.88785 0.121 -0.093 -0.018
H -0.74828 -0.30268 1.36956 -0.344 -0.265 0.621
H 0.60605 -0.49012 -2.94280 0.182 -0.677 1.597
```
Forces are in eV/Å.

Calculated values
HOMO: -0.3448 Ha
LUMO energy: 0.78 eV
Gap between HOMO and LUMO: 0.3734 Eh
SMILES: CC[P@@](C)(N)=O
Energy above the lowest of the compared OMol25 structures with the same formula, charge and spin: 56.5 kJ/mol

Mulliken population analysis, charges in e, atoms 1 to 2:
1. P 0.893
2. O -0.702

***

Entry 8:
The following is a quantum chemistry calculation of a 2-piece molecular cluster, C3H10NOS overall, from the OMol25 dataset.

XYZ file:
```
16
Properties=species:S:1:pos:R:3:forces:R:3
S 1.79108 -1.46313 -0.95877 -1.999 1.985 0.303
O -0.02460 1.06524 -0.81047 1.773 -0.019 1.306
N -1.72989 2.16296 -1.74667 -3.583 1.029 1.373
C 0.66182 -1.72944 0.54074 0.389 3.646 -0.426
C 1.36905 -1.25300 1.84234 1.669 -0.819 0.189
C -1.19881 1.55657 -0.44456 -1.601 -0.624 -1.944
H -2.53507 1.76504 -2.24218 -0.015 -0.229 1.004
H -1.93237 0.74097 -0.08746 0.303 0.677 -0.270
H 0.75371 -1.09399 2.77802 0.360 0.019 -1.274
H 2.05125 -0.38065 1.59856 -1.484 -0.499 0.271
H 1.03521 -0.07402 -1.29499 0.488 -1.809 1.070
H -0.27586 -1.14331 0.40210 0.998 0.396 -0.220
H 2.17635 -1.98800 2.12975 -0.879 0.221 -0.140
H -1.34937 2.41274 0.29963 1.040 -0.758 -0.344
H -1.04497 2.08154 -2.40705 2.673 -0.296 -1.521
H 0.25247 -2.65952 0.40102 -0.132 -2.919 0.623
```
Forces are in eV/Å.

Calculated values
HOMO: -0.1256 Ha
LUMO energy: 3.71 eV
Gap between HOMO and LUMO: 0.2619 Eh
Energy above the lowest of the compared OMol25 structures with the same formula, charge and spin: 275.0 kJ/mol
Net charge: -1

Mulliken population analysis, charges in e, atoms 1 to 2:
1. S -0.471
2. O -0.767

***

Question: The lowest energy above the lowest of the compared OMol25 structures with the same formula, charge and spin belongs to which entry?
Answer: C3H10NO4